ORCA calculation (ωB97M-V/def2-TZVPD) on C21H31O4Rh as an isolated structure.

The geometry in XYZ format:
```
57
C21H31O4Rh, DFT ωB97M-V/def2-TZVPD
O 0.56180 0.32360 -8.01420
C 0.36300 1.62790 -8.59920
C 0.11860 1.03550 -9.98260
H 1.25190 2.25550 -8.50240
H -0.48570 2.14890 -8.15040
C 0.33680 -0.33390 -9.30930
H 0.85670 1.29340 -10.73790
H -0.87850 1.18960 -10.38710
C 1.57420 -1.07970 -9.74700
H 2.43980 -0.42000 -9.75500
H 1.44400 -1.48960 -10.74910
H 1.78310 -1.90470 -9.06690
C -0.88070 -1.22440 -9.24600
H -1.75060 -0.66500 -8.90740
H -0.71520 -2.04710 -8.55140
H -1.10270 -1.64640 -10.22680
Rh 0.00000 0.00000 0.00000
C -1.95790 -0.49070 1.24560
C -1.66010 0.87190 1.41950
C -1.83650 1.50950 0.16940
H -1.32600 1.34610 2.32520
C -2.24580 0.53950 -0.76180
C -2.30290 -0.70310 -0.11020
H -2.55790 -1.64800 -0.56030
H -1.91790 -1.24300 2.01330
H -1.64090 2.54650 -0.03300
H -2.43380 0.71260 -1.80790
C 1.10590 -1.43920 1.54910
C 0.33570 -2.23660 0.66990
C 0.86520 -2.10290 -0.62820
H -0.50970 -2.84370 0.93970
C 1.98380 -1.23860 -0.54070
C 2.13340 -0.84520 0.79660
H 2.85020 -0.13510 1.16400
H 0.93470 -1.30250 2.60340
H 0.50750 -2.60530 -1.51040
H 2.58330 -0.88790 -1.36310
O 0.32520 0.59900 -2.14230
C -0.04610 -0.28110 -3.22540
C -0.35790 0.62240 -4.40090
H -0.88740 -0.88790 -2.90010
H 0.79770 -0.94080 -3.43450
C 0.56700 1.80570 -4.14730
H -1.39960 0.94200 -4.36890
H -0.18530 0.12960 -5.35490
C 0.49820 1.95280 -2.64360
H 0.25550 2.71260 -4.66040
H 1.58330 1.57020 -4.46300
H -0.36120 2.54540 -2.32850
H 1.38410 2.36240 -2.17470
C 1.28240 1.76210 2.66480
C 1.49990 2.26130 1.27390
O 2.18580 3.37080 1.13300
O 1.06790 1.65520 0.17440
H 2.26300 1.57850 3.15120
H 0.71500 0.83030 2.69100
H 0.72870 2.52420 3.25170
```

Results
Electronic energy, Eh: -1230.1035
Frontier orbital gap (alpha / beta), eV: 7.71 / 8.00
2S+1: 5
E_HOMO (alpha / beta), Eh: -0.2624 / -0.3080

ORCA calculation (ωB97M-V/def2-TZVPD) on C21H32Cl3GeN4PPtS3 as an isolated structure.

The geometry in XYZ format:
```
66
C21H32Cl3GeN4PPtS3, DFT ωB97M-V/def2-TZVPD
Pt -0.50394 2.42709 0.08526
Cl 3.63124 2.28214 1.14996
Ge 2.54329 1.91973 -0.60951
Cl 3.72786 1.78913 -2.31548
Cl 1.24467 3.73794 -0.89216
C -1.64542 5.16770 1.99665
C -1.00917 4.01340 2.68197
N -0.55284 2.86696 2.14133
C -0.02334 2.10337 3.19512
C -0.16756 2.78401 4.34214
N -0.78301 3.97417 3.99325
H -1.59049 5.04870 0.91874
H -1.14412 6.09850 2.26396
H -2.69477 5.25653 2.28340
H 0.40778 1.13184 3.03501
H 0.10114 2.54676 5.35882
H -1.03221 4.71011 4.63889
C -3.97588 1.75308 -3.02142
C -3.37227 2.07733 -1.64360
C -3.28558 3.59397 -1.42070
P -1.76869 1.23606 -1.40701
C -0.95827 0.95306 -3.01416
C 0.21330 -0.02080 -2.86675
C -0.51738 2.26271 -3.67850
C -2.04588 -0.35899 -0.58976
C -2.49961 -0.17246 0.86534
C -3.03880 -1.20892 -1.39642
H -5.01442 2.08338 -3.02313
H -3.97595 0.68987 -3.25737
H -3.46008 2.28734 -3.81962
H -4.00462 1.65256 -0.85934
H -2.56265 4.06594 -2.09055
H -3.01917 3.83577 -0.39122
H -4.25957 4.04426 -1.61881
H -1.73764 0.49839 -3.63122
H 0.95244 0.35295 -2.14792
H 0.71586 -0.12370 -3.82963
H -0.09733 -1.01731 -2.55074
H 0.20193 2.80691 -3.06968
H -1.35191 2.92938 -3.89276
H -0.03412 2.02869 -4.62930
H -1.06615 -0.84594 -0.58304
H -3.51495 0.22521 0.92296
H -1.84939 0.49205 1.43752
H -2.49663 -1.13810 1.37286
H -4.03242 -0.76066 -1.41168
H -3.12923 -2.18537 -0.91894
H -2.71752 -1.37696 -2.42559
S 6.28175 -3.28870 2.53746
C 4.79317 -2.79139 1.91485
S 4.37817 -1.15127 1.85752
C 2.81484 -1.59300 1.21266
N 2.68009 -2.90790 1.06346
N 3.77009 -3.55803 1.44941
C 3.75476 -5.02088 1.34730
C 2.55550 -5.63831 1.04562
C 2.52486 -7.01900 0.94923
C 3.67786 -7.76739 1.14593
C 4.87378 -7.13734 1.43861
C 4.91156 -5.75428 1.53332
S 1.62582 -0.47281 0.82431
H 1.65757 -5.05511 0.90161
H 1.58974 -7.51301 0.72247
H 3.64446 -8.84674 1.06944
H 5.77904 -7.71151 1.58174
H 5.88043 -5.29112 1.72791
```

Results
Electronic energy, Eh: -6150.2039
Frontier orbital gap (alpha / beta), eV: 5.01 / 4.70
2S+1: 2
Net charge: +3
E_HOMO (alpha / beta), Eh: -0.5927 / -0.5901

ORCA calculation (ωB97M-V/def2-TZVPD) on C21H32F6NO3P2Tc as an isolated structure.

The geometry in XYZ format:
```
66
C21H32F6NO3P2Tc, DFT ωB97M-V/def2-TZVPD
C -2.76274 -3.17023 0.62495
C -1.60267 -2.41829 0.34681
N -1.61456 -1.12375 0.00295
C -2.81260 -0.47714 -0.12192
C -3.96560 -1.15860 0.12833
C -4.00799 -2.47236 0.53099
C -0.24396 -3.05105 0.28177
P 1.23153 -1.97492 0.06924
Tc 0.22593 -0.05218 -0.37402
P -1.17683 1.45419 -1.41304
C -2.77654 0.92603 -0.58098
C 2.21507 0.83923 -0.77861
C 2.96110 1.32756 0.28712
C 4.10793 2.08642 0.01943
C 4.50340 2.33726 -1.28719
C 3.76440 1.82464 -2.34460
C 2.62748 1.04171 -2.09648
O -0.10926 -4.13051 -2.35586
O -0.85603 -1.70464 -2.68047
H -2.63133 -4.18942 0.94864
H -4.89703 -0.61883 -0.09402
H -4.91285 -3.00864 0.76573
C 1.87176 -2.12411 1.71452
C 2.43761 -2.90655 -0.91018
H -3.54209 1.02884 -1.35244
H -2.99490 1.63884 0.22859
H -0.03565 -3.53286 -0.59563
H -0.14624 -3.90270 0.99572
C -0.87758 3.15253 -1.04238
C -1.55364 1.45173 -3.17046
H 2.63309 1.15170 1.30539
H 4.67275 2.47446 0.85053
H 5.38417 2.93367 -1.49639
H 4.03656 2.01192 -3.37682
H 2.04594 0.62074 -2.92002
H -0.25384 -1.37245 -2.05125
H -0.43479 -1.69114 -3.56949
H -0.51849 -3.25624 -2.41733
H -0.86299 -4.62731 -1.96476
H 0.14530 0.34269 -2.09221
H 2.21660 -3.13405 1.97141
H 2.71028 -1.44068 1.65663
H 1.13960 -1.76259 2.43836
H 2.91875 -3.72329 -0.35878
H 2.01647 -3.33040 -1.82842
H 3.19271 -2.15690 -1.15326
H -2.41254 2.07919 -3.40447
H -0.67601 1.82662 -3.70272
H -1.73451 0.43288 -3.50617
H -1.70338 3.79335 -1.33033
H -0.65366 3.33685 -0.00281
H 0.00003 3.48507 -1.58526
C -1.84618 1.93939 2.66495
C -0.36747 1.64059 2.60809
O 0.17053 1.12952 1.46050
C 0.43627 2.94863 2.94468
F -0.00480 3.48922 4.12527
F 1.78188 2.77813 3.02384
F 0.19741 3.86941 1.95857
C -0.07375 0.55007 3.75577
F -0.59776 0.94790 4.96123
F -0.69428 -0.63610 3.39487
F 1.25285 0.26981 3.90668
H -2.08096 2.61996 1.85910
H -2.07333 2.34848 3.65016
H -2.38856 1.01873 2.47793
```

Results
Electronic energy, Eh: -2462.3039
Frontier orbital gap (alpha / beta), eV: 8.42 / 6.92
2S+1: 4
Net charge: +1
E_HOMO (alpha / beta), Eh: -0.4193 / -0.4304

ORCA calculation (ωB97M-V/def2-TZVPD) on C21H32F9Na3O27S3 as an isolated structure.

The geometry in XYZ format:
```
95
C21H32F9Na3O27S3, DFT ωB97M-V/def2-TZVPD
Na -2.04905 -2.60100 -3.77430
Na -4.98842 0.88703 -0.57175
Na -1.69225 1.12798 -5.12456
C -0.36804 5.39636 -0.00766
F -0.10858 6.46059 0.75536
F 0.61105 5.26737 -0.90511
F -0.31477 4.32303 0.80474
S -1.99927 5.54107 -0.87434
O -2.91466 5.77742 0.22115
O -1.80919 6.66769 -1.74523
O -2.16651 4.25815 -1.54541
C -0.23889 0.42527 -0.50644
F -0.11695 -0.54764 0.38170
F -0.54255 1.55574 0.11107
F 0.91829 0.58803 -1.15787
S -1.56504 0.04743 -1.71040
O -1.41058 0.89098 -2.87668
O -1.33545 -1.36922 -1.98915
O -2.80431 0.27637 -1.01956
C -6.07816 -0.26530 -5.18060
F -6.92674 0.73328 -5.05072
F -6.66765 -1.42023 -4.92111
F -5.63350 -0.29329 -6.43812
S -4.63650 -0.01264 -4.06286
O -4.10600 1.29035 -4.39855
O -5.19024 -0.11244 -2.73274
O -3.71052 -1.10915 -4.36212
C 4.59003 -0.97035 -0.25291
C 5.32686 0.20896 -0.91845
O 6.66060 -0.24459 -0.99783
C 6.70374 -1.58071 -0.76878
O 7.67267 -2.24508 -0.82764
O 5.47495 -2.06300 -0.42070
H 3.63736 -1.12708 -0.76160
H 4.37317 -0.80675 0.80230
H 5.17245 1.08699 -0.28524
H 4.89836 0.52143 -1.87117
C 2.99537 -4.22279 3.10354
C 1.94071 -3.30304 2.46031
O 1.04501 -4.19596 1.81316
C 1.52275 -5.46438 1.87999
O 0.97412 -6.39722 1.41647
O 2.69538 -5.50117 2.52255
H 2.95465 -4.24010 4.18757
H 4.01163 -3.98775 2.79008
H 2.36342 -2.61090 1.72955
H 1.45323 -2.64424 3.17377
C 1.52507 0.98661 4.24570
O 1.81348 -0.43055 4.28861
C 2.60310 -0.90386 5.23838
O 2.81344 -2.06954 5.36359
O 3.09708 0.05340 6.00581
C 3.95283 -0.37814 7.07312
H 0.61478 1.06053 3.66741
H 2.33403 1.47895 3.71462
H 1.34313 1.41694 5.22289
H 4.96255 -0.54401 6.69965
H 3.58783 -1.31811 7.48443
H 3.95655 0.37640 7.85044
C -3.40095 3.24048 1.50184
O -3.14604 2.42292 2.67238
C -3.40250 1.13431 2.63495
O -4.00716 0.55222 1.76771
O -2.94457 0.56697 3.73890
C -2.92919 -0.85469 3.79854
H -2.59706 3.17767 0.77372
H -3.46709 4.26842 1.83277
H -4.35308 2.95819 1.04847
H -2.29375 -1.28431 3.01651
H -3.91253 -1.30741 3.69898
H -2.43682 -1.10114 4.73426
C -5.44123 -3.45661 -2.36624
O -4.69190 -3.00554 -1.27178
C -3.48018 -3.52005 -1.10959
O -2.87417 -4.19525 -1.91803
O -3.05806 -3.24640 0.09818
C -1.80971 -3.81890 0.47431
H -5.44172 -4.54790 -2.42902
H -4.99971 -3.17515 -3.32819
H -6.42517 -3.02819 -2.25297
H -1.85231 -4.90768 0.53172
H -1.49365 -3.43436 1.43580
H -1.01860 -3.58201 -0.23655
C 1.05876 3.18125 -3.37083
O 2.39046 2.82327 -2.98022
C 3.32551 3.00182 -3.89773
O 3.15577 3.35864 -5.02630
O 4.47044 2.58262 -3.39383
C 5.68301 2.87351 -4.07188
H 0.41593 3.02671 -2.51558
H 0.77789 2.49493 -4.16955
H 0.96002 4.21407 -3.68965
H 6.48049 2.55690 -3.40758
H 5.75603 3.94783 -4.24438
H 5.77705 2.35872 -5.02747
```

Results
Electronic energy, Eh: -5431.4383
Frontier orbital gap, eV: 6.83
2S+1: 1
E_HOMO, Eh: -0.3113